Record 1
# C16H19N2

2 unconnected molecules or ions with the total composition C16H19N2 in a non-equilibrium geometry (the ωB97M-V functional and the def2-TZVPD basis, the Open Molecules 2025 dataset).

Output
Energy above the lowest of the compared OMol25 structures with the same formula, charge and spin ... 26.7 kcal/mol
Charge ... +1
Calculated total energy ... -19873.4793 eV
Max |F| ... 3.8 eV/Å

Geometry as XYZ:
```
37
Properties=species:S:1:pos:R:3:nbo_charge:R:1
H 2.862 -2.015 -3.128 0.179
H -1.585 2.337 -1.413 0.266
H 1.245 -2.488 -2.515 0.193
H -2.829 -1.891 0.246 0.223
C 1.668 2.554 2.544 -0.162
H 0.224 2.696 -0.565 0.231
N -1.014 0.257 0.301 -0.258
C -1.269 1.380 -1.864 -0.726
C -0.760 -1.310 3.547 -0.182
C 1.100 -0.397 -4.278 -0.420
H 0.803 0.621 -4.560 0.198
C -2.387 -2.615 2.272 -0.188
H 2.165 0.314 -2.665 0.357
C -2.260 -1.752 1.164 -0.186
H 1.259 1.011 4.052 0.236
H -0.165 -1.126 4.444 0.233
C -1.640 -2.401 3.443 -0.171
H 2.427 -1.664 -1.437 0.203
H 0.258 -1.087 -4.438 0.194
C 0.132 0.738 2.242 -0.080
C -1.386 0.214 -0.975 0.323
H 1.861 3.920 0.869 0.241
C 1.377 3.018 1.253 -0.195
C -0.132 1.187 0.923 0.162
H 2.388 3.104 3.162 0.241
C 0.464 2.333 0.424 -0.213
H -2.246 -0.446 -1.140 0.224
H -3.072 -3.465 2.217 0.241
H -1.964 1.197 -2.696 0.258
N 1.480 -0.430 -2.862 -0.657
H 1.944 -0.702 -4.918 0.184
C -1.375 -0.696 1.279 0.081
H -0.254 1.467 -2.274 0.287
C -0.650 -0.441 2.463 0.023
H -1.751 -3.094 4.287 0.241
C 1.047 1.399 3.054 -0.164
C 2.035 -1.725 -2.460 -0.416
```

***

Record 2
# CH5NO

2 unconnected molecules or ions with the total composition CH5NO in a non-equilibrium geometry (the ωB97M-V functional and the def2-TZVPD basis, the Open Molecules 2025 dataset).

Output
Energy above the lowest of the compared OMol25 structures with the same formula, charge and spin ... 32.4 kcal/mol
Charge ... 0
Calculated total energy ... -4653.9801 eV
Max |F| ... 4.4 eV/Å

Geometry as XYZ:
```
8
Properties=species:S:1:pos:R:3:nbo_charge:R:1
N -0.499 -0.772 -1.341 -1.083
C 0.380 0.840 1.017 0.222
H 0.439 -1.067 -1.047 0.369
O 0.605 -0.381 1.113 -0.481
H -1.116 -1.583 -1.242 0.366
H 0.942 1.472 0.312 0.131
H -0.003 1.402 1.883 0.129
H -0.747 0.089 -0.696 0.347
```

***

Record 3
# C44H54BrCrN7O

A molecular structure, C44H54BrCrN7O (the ωB97M-V functional and the def2-TZVPD basis, the Open Molecules 2025 dataset).

Output
2S+1 ... 4
⟨S²⟩ ... 3.79
Energy above the lowest of the compared OMol25 structures with the same formula, charge and spin ... 0.0 kcal/mol
Charge ... +1
Calculated total energy ... -157445.9734 eV
Max |F| ... 0.5 eV/Å

Geometry as XYZ:
```
108
Properties=species:S:1:pos:R:3:lowdin_spin:R:1
C 0.233 -5.058 -1.104 0.002
H 0.029 -5.601 -0.180 0.000
H -0.687 3.073 -3.622 0.000
N -2.727 -0.597 -0.141 0.002
H -0.724 -2.893 4.783 0.000
C 2.800 -1.733 0.724 0.009
C -3.235 -1.110 0.959 0.000
C 1.163 -0.843 2.335 0.010
C 5.121 -3.146 -1.809 0.001
H 6.153 -1.339 -2.455 0.000
H 1.236 -4.639 -1.055 0.000
C -1.209 2.232 0.539 0.008
C 3.081 -0.013 -5.644 0.001
Br -2.189 -2.450 1.823 0.001
C -2.065 3.310 0.106 0.006
H -0.482 5.394 -2.769 0.000
H -1.212 6.217 -1.396 0.000
H -1.206 1.832 4.734 0.000
C -0.371 0.708 2.268 0.008
H -3.766 4.550 0.385 0.000
H 3.088 0.728 -6.444 0.000
C 2.243 -0.015 -3.172 0.010
H -3.023 0.771 -1.647 0.000
H -3.101 0.483 3.736 0.000
H 2.594 -2.331 2.736 -0.001
H -1.797 5.852 1.214 0.000
C -0.369 -2.744 -1.132 0.027
H 0.632 -3.504 3.836 0.000
C 6.384 -2.296 -1.986 0.000
N 0.536 0.044 1.494 -0.015
O -6.342 0.601 1.453 0.000
C -2.161 -4.323 -1.362 0.002
C 2.215 0.480 -4.526 0.007
H -6.783 1.272 0.921 0.000
C 3.649 -4.972 1.343 0.000
H 4.696 -3.388 -2.787 0.000
H 4.115 -5.688 2.021 0.000
C -2.292 5.116 1.849 0.000
H -3.322 4.912 -1.711 0.000
C -1.188 0.740 4.744 0.001
C 3.216 -1.410 -1.397 0.009
H -3.537 3.358 1.643 0.000
N -0.741 -3.981 -1.286 0.014
H 1.585 -1.270 -6.589 0.000
H -2.623 -0.890 4.731 0.000
N 2.460 -0.951 -0.349 -0.021
N 1.303 0.635 -2.407 -0.015
H -1.529 4.662 2.483 0.000
H -0.742 0.454 5.697 0.000
C 4.094 -2.462 -0.961 0.008
C -0.324 0.238 3.630 0.008
C 0.866 2.302 -5.730 0.001
C -1.810 3.507 -1.213 0.006
C -0.295 2.412 -2.862 -0.006
H 2.111 -1.712 4.843 0.000
H 3.800 -1.405 -3.420 -0.001
H -4.802 -1.217 2.442 0.000
H 0.173 -5.747 -1.946 0.000
C -1.189 1.729 1.819 -0.006
C 0.696 1.525 -3.244 0.007
C 3.835 -2.661 0.363 0.008
C 3.120 -0.964 -2.702 -0.012
H -3.223 0.587 5.496 0.000
C 2.201 -1.671 1.973 -0.012
H 1.330 4.245 -6.592 0.000
C -2.384 4.543 -2.129 0.001
H 6.841 -2.086 -1.018 0.000
C 1.024 -1.603 4.822 0.001
H -1.857 2.181 2.541 0.000
Cr 0.753 0.132 -0.520 2.921
C -3.006 4.061 0.996 0.000
H 5.470 -3.887 0.935 0.000
H 2.594 -2.126 -5.426 0.000
C -1.431 5.725 -2.344 0.000
H -2.318 -5.012 -2.191 0.000
N -0.435 1.781 -0.505 -0.011
C -2.620 0.199 4.674 0.000
H -2.634 4.091 -3.092 0.000
C -5.173 0.237 0.896 0.000
H 3.584 -5.435 0.357 0.000
H 7.117 -2.813 -2.606 0.000
H 5.388 -4.099 -1.349 0.000
C 2.601 -1.357 -6.201 0.000
H 1.437 4.198 -4.827 0.000
C -0.802 2.545 -1.589 0.008
H -1.869 6.460 -3.018 0.000
N -0.045 -1.648 -0.995 -0.009
C -3.452 0.348 -0.745 0.000
C -4.668 0.800 -0.272 0.000
H 3.249 -1.693 -7.011 0.000
H 1.056 1.761 -6.658 0.000
C 1.252 1.439 -4.570 0.008
H -2.744 -3.421 -1.529 0.000
C 4.457 -3.671 1.276 0.001
C -4.438 -0.755 1.535 0.000
H 0.675 -3.603 5.602 0.000
H 2.633 -4.779 1.694 0.000
H -3.001 5.641 2.490 0.000
H 4.559 -3.251 2.279 0.000
C 0.364 -2.985 4.759 0.000
C 0.621 -0.739 3.668 0.007
H 4.115 -0.098 -5.301 0.000
H -5.209 1.578 -0.798 0.000
H 2.703 3.459 -5.803 0.000
H 0.750 -1.113 5.757 0.000
C 1.628 3.632 -5.741 0.001
H -2.489 -4.788 -0.432 0.000
H -0.209 2.497 -5.709 0.000
```

***

Record 4
# C19H22Cl2N

2 unconnected molecules or ions with the total composition C19H22Cl2N in a non-equilibrium geometry (the ωB97M-V functional and the def2-TZVPD basis, the Open Molecules 2025 dataset).

Output
Energy above the lowest of the compared OMol25 structures with the same formula, charge and spin ... 57.1 kcal/mol
Charge ... +1
Calculated total energy ... -46586.6789 eV
Max |F| ... 1.1 eV/Å

Geometry as XYZ:
```
44
Properties=species:S:1:pos:R:3:nbo_charge:R:1
C 0.682 -0.325 -2.874 -0.195
H -0.286 2.529 -1.433 0.203
N 0.010 0.552 -1.941 -0.506
H 2.421 -0.500 -4.095 0.221
C 2.524 -3.075 2.546 0.069
H -1.942 0.436 -2.902 0.198
C -1.421 0.383 -1.920 -0.404
H -0.221 -0.030 0.069 0.274
H 1.153 3.109 -3.187 0.207
C -1.667 0.498 3.064 -0.122
H -0.093 -0.838 -3.468 0.206
H -1.903 1.115 -1.267 0.204
H 3.240 1.027 -2.438 0.194
H 1.237 0.656 -4.710 0.208
C -0.425 -0.394 1.076 0.165
C -2.872 0.888 3.636 -0.235
C 0.515 -1.306 1.622 -0.207
C 1.734 0.298 -3.800 -0.413
C -2.820 0.194 0.943 -0.117
C 0.556 1.836 -1.561 -0.197
H -2.966 1.029 4.710 0.252
C 0.644 -1.629 3.014 -0.075
H 1.176 -1.136 -2.307 0.150
H -4.804 1.035 0.805 0.253
H 1.292 -1.788 -0.346 0.228
H -0.077 -1.254 3.734 0.233
H 2.993 -3.414 0.469 0.255
C 2.362 -2.867 1.167 -0.278
H -0.758 0.526 3.662 0.228
H 1.832 -2.598 4.533 0.254
H 0.982 1.711 -0.550 0.152
C 1.636 2.451 -2.455 -0.413
H -2.856 -0.240 -0.053 0.239
C 1.681 -2.435 3.469 -0.253
H -1.596 -0.643 -1.550 0.171
C -3.983 1.132 2.811 0.015
C 1.409 -1.968 0.723 -0.013
C -1.621 0.074 1.705 -0.193
H 3.092 1.957 -3.945 0.227
C -3.948 0.820 1.442 -0.224
Cl -5.409 1.806 3.462 0.097
H 2.243 3.085 -1.803 0.220
Cl 3.728 -4.142 3.107 0.121
C 2.526 1.435 -3.166 -0.399
```